Formula: C76H163N9O9
Source: OMol25
Level of theory: ωB97M-V/def2-TZVPD

Last column: Löwdin charge in e.
CARTESIAN COORDINATES (ANGSTROEM)
C (-25.872, 26.388, 11.502)  -0.03
C (-24.474, 25.736, 11.554)  -0.52
C (-24.510, 24.630, 12.583)  -0.04
C (-24.184, 25.163, 10.169)  -0.13
C (-23.818, 26.187, 9.107)  -0.18
C (-22.634, 27.001, 9.622)  -0.15
C (-22.890, 27.652, 10.972)  -0.52
C (-21.546, 28.232, 11.459)  -0.02
C (-23.883, 28.829, 10.785)  -0.02
N (-23.417, 26.668, 11.913)  -0.11
O (-23.557, 27.248, 13.179)  -0.02
H (-26.006, 27.217, 12.201)  0.09
H (-26.126, 26.808, 10.526)  0.07
H (-26.631, 25.638, 11.742)  0.08
H (-24.883, 25.008, 13.540)  0.08
H (-25.225, 23.832, 12.351)  0.09
H (-23.530, 24.173, 12.730)  0.06
H (-23.311, 24.518, 10.329)  0.12
H (-25.020, 24.572, 9.796)  0.13
H (-23.476, 25.646, 8.219)  0.11
H (-24.638, 26.825, 8.775)  0.10
H (-22.379, 27.801, 8.913)  0.12
H (-21.740, 26.367, 9.594)  0.12
H (-20.929, 27.425, 11.822)  0.07
H (-21.766, 28.832, 12.347)  0.08
H (-21.093, 28.821, 10.671)  0.08
H (-24.729, 28.446, 10.222)  0.06
H (-23.381, 29.551, 10.129)  0.09
H (-24.151, 29.314, 11.714)  0.08
H (-22.773, 26.900, 13.680)  0.10
C (-19.872, 19.235, 20.851)  -0.04
C (-20.831, 19.651, 21.964)  -0.51
C (-20.008, 20.240, 23.122)  -0.01
C (-21.664, 20.784, 21.333)  -0.13
C (-22.912, 21.073, 22.160)  -0.16
C (-23.699, 19.795, 22.340)  -0.16
C (-22.956, 18.605, 22.943)  -0.51
C (-22.891, 18.806, 24.457)  -0.02
C (-23.779, 17.345, 22.625)  -0.02
N (-21.649, 18.503, 22.304)  -0.09
O (-20.877, 17.477, 22.920)  0.00
H (-20.346, 18.562, 20.133)  0.08
H (-19.481, 20.077, 20.287)  0.06
H (-19.043, 18.652, 21.270)  0.09
H (-19.396, 21.067, 22.749)  0.07
H (-20.579, 20.566, 23.984)  0.07
H (-19.273, 19.484, 23.419)  0.09
H (-21.059, 21.689, 21.263)  0.12
H (-21.970, 20.539, 20.308)  0.10
H (-22.588, 21.478, 23.124)  0.11
H (-23.592, 21.800, 21.707)  0.11
H (-24.142, 19.467, 21.383)  0.10
H (-24.640, 19.960, 22.886)  0.12
H (-23.915, 18.785, 24.831)  0.09
H (-22.548, 19.824, 24.682)  0.07
H (-22.185, 18.154, 24.961)  0.08
H (-23.403, 16.878, 21.717)  0.06
H (-24.825, 17.610, 22.469)  0.07
H (-23.704, 16.593, 23.412)  0.09
H (-20.754, 16.812, 22.230)  0.11
C (-15.780, 24.713, 22.660)  -0.04
C (-16.306, 23.961, 21.426)  -0.53
C (-17.845, 23.897, 21.553)  -0.02
C (-15.903, 24.815, 20.216)  -0.14
C (-16.065, 24.051, 18.924)  -0.18
C (-15.293, 22.748, 18.993)  -0.15
C (-15.715, 21.837, 20.164)  -0.52
C (-17.043, 21.192, 19.853)  -0.04
C (-14.580, 20.818, 20.254)  -0.03
N (-15.672, 22.673, 21.360)  -0.12
O (-15.846, 21.890, 22.517)  0.00
H (-16.077, 25.749, 22.512)  0.08
H (-16.195, 24.323, 23.586)  0.08
H (-14.694, 24.608, 22.683)  0.09
H (-18.100, 22.955, 22.038)  0.07
H (-18.226, 24.731, 22.149)  0.08
H (-18.364, 24.019, 20.598)  0.07
H (-16.508, 25.724, 20.205)  0.13
H (-14.868, 25.071, 20.459)  0.12
H (-17.123, 23.846, 18.708)  0.11
H (-15.769, 24.641, 18.049)  0.11
H (-14.224, 22.949, 19.099)  0.12
H (-15.451, 22.207, 18.055)  0.12
H (-17.270, 20.439, 20.615)  0.07
H (-16.967, 20.677, 18.889)  0.09
H (-17.959, 21.781, 19.773)  0.07
H (-14.230, 20.498, 19.272)  0.09
H (-14.945, 19.917, 20.758)  0.08
H (-13.739, 21.246, 20.794)  0.09
H (-14.974, 21.800, 22.922)  0.11
C (-24.882, 21.666, 15.612)  -0.01
C (-23.842, 20.551, 15.813)  -0.51
C (-24.466, 19.408, 16.626)  -0.03
C (-23.492, 20.009, 14.429)  -0.13
C (-22.294, 19.084, 14.496)  -0.18
C (-21.097, 19.817, 15.105)  -0.13
C (-21.350, 20.419, 16.476)  -0.50
C (-21.348, 19.270, 17.495)  -0.02
C (-20.229, 21.401, 16.774)  -0.01
N (-22.644, 21.084, 16.420)  -0.09
O (-22.927, 21.892, 17.562)  -0.02
H (-24.446, 22.395, 14.924)  0.07
H (-25.691, 21.262, 14.997)  0.08
H (-25.222, 22.055, 16.565)  0.07
H (-23.863, 18.503, 16.671)  0.06
H (-24.568, 19.691, 17.689)  0.08
H (-25.487, 19.211, 16.293)  0.08
H (-24.333, 19.457, 13.992)  0.11
H (-23.284, 20.799, 13.696)  0.13
H (-22.476, 18.122, 14.990)  0.10
H (-21.950, 18.789, 13.497)  0.11
H (-20.855, 20.579, 14.355)  0.11
H (-20.249, 19.126, 15.115)  0.13
H (-20.322, 19.128, 17.840)  0.07
H (-21.710, 18.320, 17.106)  0.07
H (-21.925, 19.517, 18.393)  0.07
H (-20.466, 22.067, 17.604)  0.09
H (-19.832, 21.917, 15.904)  0.06
H (-19.401, 20.798, 17.169)  0.08
H (-23.276, 21.257, 18.228)  0.09
C (-29.556, 19.652, 11.832)  -0.03
C (-28.947, 18.693, 12.855)  -0.53
C (-27.439, 18.918, 12.944)  -0.03
C (-29.537, 19.104, 14.210)  -0.14
C (-29.284, 18.085, 15.322)  -0.19
C (-29.655, 16.668, 14.943)  -0.13
C (-29.237, 16.257, 13.542)  -0.53
C (-27.837, 15.674, 13.622)  -0.03
C (-30.179, 15.146, 13.098)  -0.03
N (-29.360, 17.344, 12.590)  -0.10
O (-28.918, 16.940, 11.324)  -0.01
H (-29.199, 19.351, 10.843)  0.08
H (-30.636, 19.486, 11.832)  0.09
H (-29.340, 20.693, 12.041)  0.08
H (-27.199, 19.966, 12.760)  0.08
H (-26.979, 18.588, 13.880)  0.06
H (-26.866, 18.353, 12.195)  0.08
H (-29.114, 20.064, 14.539)  0.12
H (-30.604, 19.370, 14.218)  0.12
H (-28.234, 18.210, 15.635)  0.09
H (-29.824, 18.425, 16.211)  0.10
H (-30.744, 16.578, 15.056)  0.13
H (-29.234, 16.022, 15.715)  0.10
H (-27.778, 14.812, 14.292)  0.09
H (-27.090, 16.421, 13.905)  0.07
H (-27.478, 15.296, 12.661)  0.06
H (-30.193, 14.353, 13.843)  0.09
H (-29.880, 14.718, 12.139)  0.08
H (-31.173, 15.577, 12.962)  0.09
H (-29.668, 16.510, 10.897)  0.11
C (-27.645, 14.307, 20.001)  -0.03
C (-26.672, 15.062, 19.116)  -0.53
C (-27.478, 15.664, 17.949)  -0.03
C (-26.083, 16.223, 19.908)  -0.14
C (-24.933, 16.970, 19.296)  -0.19
C (-23.821, 16.005, 18.920)  -0.12
C (-24.360, 14.819, 18.093)  -0.51
C (-24.601, 15.317, 16.655)  -0.03
C (-23.267, 13.774, 18.049)  -0.04
N (-25.551, 14.245, 18.712)  -0.09
O (-26.018, 13.096, 18.017)  -0.01
H (-28.408, 14.957, 20.433)  0.09
H (-28.232, 13.624, 19.382)  0.09
H (-27.099, 13.807, 20.802)  0.09
H (-28.455, 16.037, 18.258)  0.09
H (-26.961, 16.497, 17.454)  0.06
H (-27.611, 14.983, 17.097)  0.08
H (-26.860, 16.978, 20.105)  0.11
H (-25.853, 15.811, 20.903)  0.12
H (-25.168, 17.634, 18.456)  0.08
H (-24.627, 17.704, 20.049)  0.08
H (-23.333, 15.687, 19.846)  0.11
H (-23.059, 16.470, 18.287)  0.11
H (-23.622, 15.527, 16.213)  0.08
H (-25.187, 16.235, 16.603)  0.06
H (-25.141, 14.563, 16.079)  0.08
H (-23.523, 12.918, 17.417)  0.08
H (-23.161, 13.323, 19.044)  0.09
H (-22.326, 14.211, 17.728)  0.09
H (-25.569, 12.371, 18.469)  0.10
C (-31.015, 21.619, 21.916)  -0.05
C (-29.566, 21.524, 21.490)  -0.54
C (-28.887, 22.774, 22.068)  -0.03
C (-28.897, 20.289, 22.077)  -0.12
C (-27.636, 19.918, 21.309)  -0.18
C (-27.964, 19.676, 19.857)  -0.14
C (-28.439, 20.987, 19.234)  -0.53
C (-27.305, 21.990, 19.055)  -0.01
C (-29.011, 20.653, 17.865)  -0.04
N (-29.536, 21.483, 20.045)  -0.11
O (-30.198, 22.602, 19.484)  -0.01
H (-31.475, 22.593, 21.727)  0.08
H (-31.668, 20.939, 21.347)  0.09
H (-31.171, 21.379, 22.968)  0.09
H (-27.802, 22.778, 21.941)  0.07
H (-29.248, 23.678, 21.568)  0.08
H (-29.166, 22.884, 23.116)  0.09
H (-28.435, 20.563, 23.037)  0.12
H (-29.586, 19.469, 22.271)  0.12
H (-26.876, 20.698, 21.379)  0.10
H (-27.152, 19.017, 21.699)  0.10
H (-28.770, 18.956, 19.718)  0.13
H (-27.055, 19.348, 19.345)  0.11
H (-26.618, 21.548, 18.322)  0.07
H (-26.821, 22.298, 19.981)  0.07
H (-27.618, 22.930, 18.588)  0.09
H (-29.895, 20.024, 17.968)  0.09
H (-28.288, 20.132, 17.223)  0.07
H (-29.228, 21.543, 17.267)  0.09
H (-31.078, 22.243, 19.319)  0.11
C (-24.314, 15.909, 12.382)  -0.02
C (-23.223, 15.036, 11.715)  -0.48
C (-22.149, 15.952, 11.067)  -0.02
C (-22.576, 14.084, 12.719)  -0.15
C (-23.425, 12.854, 12.991)  -0.17
C (-23.739, 12.080, 11.714)  -0.13
C (-24.451, 12.955, 10.681)  -0.51
C (-24.298, 12.271, 9.293)  -0.03
C (-25.966, 13.095, 10.947)  -0.03
N (-23.768, 14.249, 10.595)  -0.15
O (-24.223, 15.047, 9.555)  -0.01
H (-24.052, 16.000, 13.448)  0.07
H (-25.297, 15.452, 12.374)  0.05
H (-24.325, 16.964, 12.104)  0.07
H (-21.766, 15.619, 10.110)  0.08
H (-21.284, 15.886, 11.743)  0.08
H (-22.459, 16.992, 11.029)  0.07
H (-21.554, 13.846, 12.399)  0.12
H (-22.408, 14.632, 13.656)  0.11
H (-24.397, 13.204, 13.372)  0.11
H (-22.965, 12.243, 13.770)  0.11
H (-24.460, 11.311, 12.022)  0.12
H (-22.880, 11.572, 11.275)  0.12
H (-25.146, 12.456, 8.638)  0.08
H (-23.378, 12.626, 8.833)  0.09
H (-24.194, 11.194, 9.443)  0.08
H (-26.414, 12.098, 10.862)  0.09
H (-26.188, 13.470, 11.944)  0.06
H (-26.408, 13.696, 10.154)  0.08
H (-24.985, 15.550, 9.914)  0.11
C (-22.628, 24.785, 15.632)  -0.09
O (-21.856, 25.507, 14.684)  -0.23
C (-20.531, 24.968, 14.591)  -0.17
C (-20.421, 23.744, 13.674)  -0.42
C (-18.914, 23.402, 13.481)  -0.07
N (-20.988, 23.871, 12.306)  0.06
H (-22.497, 23.699, 15.521)  0.07
H (-23.680, 24.989, 15.472)  0.08
H (-22.308, 25.041, 16.648)  0.10
H (-19.993, 25.779, 14.083)  0.13
H (-20.119, 24.792, 15.589)  0.12
H (-20.837, 22.812, 14.077)  0.10
H (-18.457, 24.128, 12.804)  0.07
H (-18.816, 22.397, 13.089)  0.07
H (-18.415, 23.508, 14.452)  0.07
H (-20.497, 24.586, 11.789)  0.06
H (-21.959, 24.194, 12.410)  0.02

Summary:
M = 1347.19 g/mol
SMILES = CC1(C)CCCC(C)(C)N1O.CC1(C)CCCC(C)(C)N1O.CC1(C)CCCC(C)(C)N1O.CC1(C)CCCC(C)(C)N1O.CC1(C)CCCC(C)(C)N1O.CC1(C)CCCC(C)(C)N1O.CC1(C)CCCC(C)(C)N1O.CC1(C)CCCC(C)(C)N1O.COC[C@H](C)N
LUMO level = 0.41 eV
HOMO = -7.83 eV
relative energy (zero: lowest compared OMol25 entry of this formula, charge and spin) = 0.0 kcal/mol
strongest force on any atom = 2.19 eV Å⁻¹